The following is a quantum chemistry calculation of one molecule with the formula C4H6N2O2 in a non-equilibrium geometry, from the OMol25 dataset.

Geometry as XYZ:
```
14
Properties=species:S:1:pos:R:3:forces:R:3
C -1.8812 -0.6871 0.0992 1.1 2.5 0.0
N -2.0642 0.5728 -0.1063 -0.5 -2.0 0.3
O -0.8012 1.1172 -0.1750 0.2 0.4 -0.6
C 0.1195 0.0658 -0.0255 2.5 2.2 0.9
C 1.2307 -0.1271 -1.0093 0.8 2.0 -2.8
N 2.1905 -0.3414 0.0310 -0.5 0.2 2.2
C 1.2404 0.3702 0.9984 1.5 0.2 -0.3
O -0.5554 -1.0588 0.1845 -3.3 -2.3 0.6
H -2.6441 -1.3491 0.3573 -0.9 -1.1 0.0
H 1.1853 -0.9501 -1.7202 -0.3 0.2 -0.2
H 1.3882 0.8951 -1.5224 -0.3 -1.5 0.2
H 3.0290 0.1969 -0.0196 0.7 0.1 -0.5
H 1.2773 -0.0955 1.9946 -0.5 0.5 -0.2
H 1.4765 1.4845 0.9853 -0.6 -1.3 0.4
```
Positions in Å, forces in eV/Å.

Summary:
SMILES: C1=NOC2(CNC2)O1
ΔE to the lowest compared entry with this formula, charge and spin: 397.4 kJ/mol
HOMO level: -9.0852 eV

Results of the Mulliken charge analysis, in e, for atoms 1 through 4: -0.15 -0.30 -0.24 1.16

***

The following is a quantum chemistry calculation of C12H2B3BrCl49O4P as an isolated structure in a non-equilibrium geometry, from the OMol25 dataset.

Geometry as XYZ:
```
72
Properties=species:S:1:pos:R:3:forces:R:3
O 1.0286 -4.1699 -0.7540 -0.5 0.5 1.3
P 0.5179 -2.6807 -1.2078 0.8 0.7 -0.8
Br 0.6279 -1.4309 0.6263 -0.2 -0.9 -0.1
B -1.3662 -2.9190 -1.5438 1.0 0.1 0.1
O -2.2968 -1.9403 -1.5264 0.1 0.7 -0.4
B -3.4136 -2.5428 -1.0501 -1.1 0.8 0.6
O -3.1777 -3.5107 -0.0831 -1.4 0.0 0.5
B -2.6205 -4.5434 -0.7531 -0.2 -1.2 0.6
Cl -2.9253 -6.1953 -0.2979 0.0 -0.2 0.0
O -1.8377 -4.1999 -1.7952 1.3 -0.6 -0.8
H 1.1302 -4.6906 -1.5371 0.3 -0.7 -0.8
H -4.4953 -2.3365 -1.4724 -0.2 0.2 0.2
C -0.7193 1.8331 -2.5517 0.0 0.0 0.0
Cl -2.1940 1.7143 -3.5096 0.0 0.0 0.0
Cl -0.1434 0.2183 -2.1145 -0.1 0.4 -0.3
Cl 0.5381 2.6420 -3.4836 -0.1 0.2 -0.1
Cl -1.0487 2.7498 -1.0803 0.0 0.0 0.1
C -0.3479 -1.8854 -5.8976 0.0 -0.1 -0.1
Cl -1.9806 -1.2635 -5.6531 0.5 -0.3 0.1
Cl -0.3863 -3.2157 -7.0563 0.0 0.0 0.0
Cl 0.6938 -0.6001 -6.5014 0.0 0.0 0.0
Cl 0.2762 -2.4584 -4.3441 0.1 0.0 -0.1
C -0.6839 -1.1876 4.7488 -0.1 -0.1 0.0
Cl -1.4837 0.1389 5.6444 -0.2 -0.3 -0.3
Cl 0.5631 -0.5415 3.6754 -0.1 0.2 0.4
Cl 0.0502 -2.3049 5.8920 0.0 0.0 -0.2
Cl -1.8995 -2.0363 3.8033 0.2 0.0 -0.3
C 4.6418 0.9575 -3.2908 0.1 -0.1 0.1
Cl 2.9797 0.5134 -2.9282 0.1 -0.2 0.0
Cl 4.7495 2.7163 -3.4328 0.0 -0.2 0.0
Cl 5.6951 0.4073 -1.9878 0.1 -0.1 0.0
Cl 5.1416 0.2146 -4.8128 0.0 0.0 -0.1
C -5.4977 -2.9868 5.3414 0.0 0.0 0.2
Cl -4.3546 -1.7452 5.8486 -0.2 0.1 0.2
Cl -5.0670 -3.5843 3.7416 0.3 -0.2 0.1
Cl -5.4534 -4.3227 6.4963 0.0 -0.1 0.0
Cl -7.1229 -2.3070 5.2922 -0.1 0.0 0.0
C -8.4722 -1.7357 1.2229 0.0 0.0 -0.2
Cl -8.6425 -0.4705 2.4387 0.1 0.0 0.1
Cl -9.7223 -2.9564 1.4623 0.0 0.0 0.0
Cl -8.6522 -1.0167 -0.3807 0.0 0.0 -0.1
Cl -6.8801 -2.4957 1.3462 -0.2 0.2 -0.1
C 2.6149 1.7339 7.2433 0.0 0.0 0.0
Cl 3.7586 0.3891 7.2651 0.0 0.0 0.0
Cl 1.0645 1.1695 6.6116 0.3 0.2 0.3
Cl 2.3964 2.3487 8.8833 0.0 0.0 0.0
Cl 3.2391 3.0203 6.2073 0.0 0.0 0.0
C 6.0585 2.5352 1.4918 0.0 0.0 0.0
Cl 6.6837 3.7467 2.6124 0.0 0.0 0.0
Cl 4.6513 1.7452 2.2057 0.0 0.0 0.0
Cl 5.5922 3.3120 -0.0201 0.0 0.1 0.0
Cl 7.3094 1.3303 1.1729 0.1 0.0 0.0
C 4.2858 6.6500 -4.2301 0.0 0.0 0.0
Cl 4.9094 7.0680 -5.8254 0.0 0.0 0.0
Cl 5.6279 6.2250 -3.1652 0.0 0.0 0.1
Cl 3.4174 8.0282 -3.5532 0.0 0.0 0.0
Cl 3.1878 5.2731 -4.3681 -0.1 0.2 -0.1
C -0.7231 -2.6418 10.0656 0.0 0.0 0.0
Cl 0.2851 -4.0898 10.0187 0.0 -0.1 0.0
Cl -2.3682 -3.0543 9.5758 -0.1 0.0 0.0
Cl -0.7408 -1.9890 11.7054 0.0 0.0 0.0
Cl -0.0722 -1.4402 8.9535 0.1 0.2 0.3
C -6.1601 0.4797 -6.0118 0.0 0.0 0.0
Cl -6.5056 1.5398 -4.6440 0.0 0.0 0.0
Cl -7.2874 -0.8766 -6.0074 0.0 0.0 0.0
Cl -6.3274 1.3825 -7.5160 0.0 0.0 0.0
Cl -4.5051 -0.1308 -5.8760 -0.5 0.3 -0.1
C 8.7717 4.4817 -5.8659 0.0 0.0 0.0
Cl 9.4146 5.6874 -4.7484 0.0 0.0 0.0
Cl 7.3705 3.6986 -5.1385 0.0 -0.1 0.0
Cl 8.2902 5.2723 -7.3690 0.0 0.0 -0.1
Cl 10.0124 3.2745 -6.2075 0.0 0.0 0.0
```
Positions in Å, forces in eV/Å.

Summary:
HOMO level: -8.8773 eV

Results of the Mulliken charge analysis, in e, for atoms 1 through 4: -0.58 0.18 -0.04 0.79

***

The following is a quantum chemistry calculation of a 8-piece molecular cluster, C52H82N10O4PS overall in a non-equilibrium geometry, from the OMol25 dataset.

Geometry as XYZ:
```
150
Properties=species:S:1:pos:R:3:forces:R:3
C -4.8688 0.6255 -1.0641 2.3 0.0 0.9
C -3.4428 0.8306 -0.5862 -2.4 -0.6 -0.6
C -2.9063 0.3032 0.9030 0.6 -1.7 -2.0
C -3.7780 -0.9594 1.4673 -1.8 0.5 2.4
C -4.9146 -0.3551 2.7003 -3.5 0.1 -2.3
C -6.3408 0.3857 2.0431 -0.2 -5.0 4.1
O -6.2932 -1.0912 2.7655 4.9 2.4 0.0
N -3.0853 1.4541 1.8968 3.9 2.5 2.8
P -3.7963 2.9617 1.3049 -1.6 1.8 -1.3
C -2.4945 4.0537 0.3497 0.2 -0.8 -0.5
C -4.3311 4.1372 2.7655 1.4 0.6 2.1
C -3.3454 5.4799 2.8530 -0.3 0.2 0.2
C -1.9771 1.4574 2.8949 0.0 -3.7 -1.8
N -1.5672 2.2656 3.9154 -0.6 -1.0 -2.0
C -0.3734 1.9931 4.8451 -0.3 -1.0 2.0
N -1.2342 0.1484 2.5923 0.2 2.7 -0.1
C -1.2597 0.0302 1.0529 -1.1 -0.7 -0.8
C -0.3430 1.1547 0.2611 1.3 0.4 0.3
C 1.2878 0.8098 0.2793 0.3 1.1 0.2
C 1.8620 0.5878 1.7921 -0.1 0.3 0.1
C 3.4491 0.9003 2.0136 0.4 0.5 -0.5
C 4.1138 -0.0747 3.1484 -0.2 -0.3 0.1
C 3.2736 -0.2221 4.5424 0.5 -0.6 1.0
C 3.6470 0.8689 5.7095 -1.5 -0.4 0.3
C 3.6471 2.4344 5.2241 0.7 0.1 1.8
C 5.2131 2.8977 5.0748 -0.4 0.3 0.0
C -0.7652 -1.4690 0.4979 -0.6 -0.6 0.4
C -0.9443 -1.6082 -1.1445 -0.3 -0.6 -0.2
C 0.4048 -2.1136 -1.9266 -1.5 -0.5 0.3
S 0.6945 -0.9463 -3.4106 5.7 2.1 -3.0
O 1.2131 0.4511 -2.9911 -2.8 -4.1 -0.5
O 1.7487 -1.6260 -4.3194 -4.7 1.7 3.1
O -0.7668 -0.6634 -4.2984 1.6 0.4 2.2
H -5.6169 1.5400 -1.1248 2.1 -1.7 -1.3
H -5.2492 -0.4341 -1.3894 0.2 1.9 2.1
H -2.7388 1.3736 -1.3729 -1.6 0.1 2.7
H -4.4469 -1.5071 0.6806 1.4 1.1 1.4
H -3.1740 -1.7326 2.1182 -1.0 1.5 -1.7
H -4.4289 0.1440 3.7438 -1.7 -1.6 -3.0
H -6.8807 -0.1414 1.1431 1.5 2.4 1.0
H -6.9832 0.7477 2.9757 1.2 0.6 -2.8
H -3.0740 5.0280 0.0427 1.3 -1.9 0.8
H -1.5162 4.2366 0.9625 -1.8 0.0 -1.5
H -2.2936 3.4506 -0.6608 -0.2 1.4 2.4
H -5.4514 4.4664 2.6924 2.2 -0.9 -0.2
H -4.2167 3.5942 3.8174 -0.5 0.9 -2.1
H -3.5380 6.0916 3.8581 0.2 -1.3 -2.3
H -2.2011 5.1910 2.8794 -2.3 0.5 -0.2
H -3.5581 6.1633 1.9020 0.6 -1.4 2.3
H -2.1014 3.1430 4.0915 0.5 -1.0 -0.3
H 0.1795 2.9798 5.1563 -1.2 -1.9 -1.1
H -0.8579 1.5675 5.8496 1.1 0.9 -2.1
H 0.3361 1.1464 4.4582 -1.5 2.0 0.3
H -1.5412 -0.6961 3.1205 0.2 1.1 -0.6
H -0.6179 1.2788 -0.8781 0.3 -0.5 2.4
H -0.4191 2.2411 0.7287 -0.1 -2.3 -0.8
H 1.5814 -0.0718 -0.4329 -0.7 1.7 1.4
H 1.8075 1.7884 -0.1653 -1.1 -2.2 0.8
H 1.2643 1.3463 2.4941 1.2 -1.9 -1.4
H 1.6616 -0.5191 2.1233 0.2 2.2 -0.4
H 3.5482 2.0476 2.2932 -0.1 -2.4 -0.5
H 4.0723 0.7782 1.0029 -1.5 0.1 2.1
H 5.2054 0.2786 3.4432 -2.3 -0.8 -0.8
H 4.1859 -1.1656 2.6794 -0.1 2.4 0.9
H 3.5615 -1.2901 4.9926 -0.7 2.3 -1.0
H 2.1091 -0.2294 4.4381 2.1 0.0 -0.2
H 2.7860 0.7781 6.5318 1.9 0.0 -1.7
H 4.6301 0.5160 6.2474 -1.7 1.1 -1.2
H 2.9673 2.6689 4.3008 1.5 -0.7 1.6
H 3.1995 3.0655 6.1302 0.8 -1.2 -2.0
H 5.6449 3.2351 6.1299 -1.0 -0.8 -2.3
H 5.8508 1.9800 4.6944 -1.2 2.2 0.6
H 5.2464 3.8218 4.3545 0.3 -1.9 1.3
H 0.3400 -1.7331 0.8645 -2.4 1.0 -1.0
H -1.4310 -2.3495 0.9527 1.3 2.1 -0.8
H -1.7816 -2.4286 -1.3654 1.8 1.9 0.5
H -1.3133 -0.6297 -1.6680 0.6 -1.8 1.3
H 0.2031 -3.1809 -2.3995 0.8 2.3 0.9
H 1.3531 -2.1172 -1.2295 -1.7 0.2 -1.9
H -1.0705 0.2743 -4.0703 0.8 -1.6 -0.3
N -0.8691 -5.8328 -3.6348 0.1 0.1 -0.1
C -0.4559 -7.0393 -4.1369 0.0 -0.1 0.0
C -0.7273 -8.0074 -3.1960 0.1 0.1 -0.3
C -1.3309 -7.3628 -2.0899 -0.1 0.3 0.2
C -1.4088 -6.0211 -2.3890 0.1 -0.1 0.2
H -0.7892 -4.9430 -4.1096 -0.1 -0.4 0.1
H -0.0038 -7.1054 -5.1175 -0.1 0.0 0.2
H -0.5147 -9.0639 -3.2959 -0.1 0.2 0.0
H -1.6725 -7.8275 -1.1740 0.0 0.1 -0.1
H -1.7999 -5.1862 -1.8230 0.0 -0.1 -0.1
N -2.1248 -6.3198 1.4029 0.0 0.1 -0.1
C -1.3306 -7.1246 2.1775 0.1 -0.1 0.1
C -2.1501 -7.8777 2.9884 0.4 0.1 -0.1
C -3.4858 -7.5186 2.6880 -0.3 0.3 -0.2
C -3.4409 -6.5569 1.7036 -0.2 0.0 0.1
H -1.7919 -5.6555 0.7162 -0.1 -0.4 0.2
H -0.2531 -7.0914 2.0868 -0.2 -0.1 0.0
H -1.8214 -8.6077 3.7166 0.0 0.1 -0.2
H -4.3837 -7.9190 3.1406 0.2 0.1 -0.1
H -4.2306 -6.0216 1.1937 0.1 -0.1 0.1
N 3.7475 -9.4271 -3.8672 0.0 0.0 0.0
C 2.4017 -9.6531 -3.7392 -0.1 0.0 0.0
C 2.2005 -11.0148 -3.7003 -0.2 0.4 0.0
C 3.4702 -11.6317 -3.8026 0.4 0.0 0.0
C 4.4076 -10.6279 -3.9014 0.0 -0.1 0.0
H 4.1851 -8.5169 -3.9262 -0.2 -0.4 0.0
H 1.7041 -8.8278 -3.6884 0.2 -0.2 0.0
H 1.2428 -11.5102 -3.6071 0.2 0.1 0.0
H 3.6785 -12.6938 -3.8033 0.0 0.2 0.0
H 5.4848 -10.6652 -3.9942 -0.2 0.0 0.0
N 1.9438 2.7500 -5.1338 0.0 0.1 0.0
C 3.1740 2.6841 -5.7347 -0.1 0.0 -0.1
C 3.4247 3.9023 -6.3258 0.2 -0.3 0.1
C 2.3091 4.7340 -6.0673 -0.3 0.2 0.2
C 1.4111 3.9981 -5.3270 0.0 0.0 0.0
H 1.4991 1.9960 -4.6265 0.3 0.2 -0.1
H 3.7633 1.7780 -5.6916 -0.1 0.2 -0.1
H 4.3155 4.1640 -6.8820 -0.1 -0.1 0.1
H 2.1754 5.7596 -6.3863 0.0 -0.2 0.0
H 0.4408 4.2546 -4.9234 0.1 0.0 -0.1
N 7.3730 3.8354 -3.8562 0.0 0.0 0.1
C 6.0272 3.6095 -3.7282 -0.1 0.0 0.0
C 5.8260 2.2478 -3.6894 -0.2 0.3 0.1
C 7.0958 1.6309 -3.7916 0.4 0.0 0.0
C 8.0331 2.6346 -3.8904 0.1 -0.1 0.0
H 7.8107 4.7457 -3.9152 -0.2 -0.4 0.0
H 5.3297 4.4348 -3.6775 0.1 -0.2 -0.1
H 4.8684 1.7523 -3.5962 0.2 0.1 0.0
H 7.3040 0.5687 -3.7923 0.0 0.2 0.0
H 9.1103 2.5973 -3.9832 -0.2 0.0 0.0
N 4.2002 7.5577 -4.9747 0.0 0.0 0.1
C 5.4303 7.4918 -5.5755 0.0 0.0 0.0
C 5.6811 8.7099 -6.1666 0.2 -0.3 0.1
C 4.5655 9.5417 -5.9082 -0.3 0.1 0.2
C 3.6675 8.8057 -5.1679 0.0 0.0 0.0
H 3.7555 6.8037 -4.4674 0.1 0.2 -0.3
H 6.0197 6.5857 -5.5325 -0.1 0.1 -0.1
H 6.5719 8.9717 -6.7228 -0.2 -0.1 0.1
H 4.4318 10.5673 -6.2271 0.0 -0.2 0.1
H 2.6972 9.0622 -4.7642 0.2 0.0 -0.1
N -10.5205 1.8875 5.8991 0.1 0.0 -0.1
C -9.2899 2.4607 6.0878 0.0 0.1 0.0
C -8.3312 1.5143 5.8021 0.0 0.4 0.0
C -9.0075 0.3305 5.4220 -0.3 -0.3 -0.1
C -10.3582 0.5901 5.4879 0.0 0.0 0.0
H -11.4093 2.3498 6.0402 0.3 -0.2 0.0
H -9.2019 3.4896 6.4099 0.0 -0.2 0.0
H -7.2605 1.6611 5.8599 -0.2 0.0 0.0
H -8.5577 -0.6099 5.1308 -0.1 0.1 0.0
H -11.2153 -0.0361 5.2794 0.2 0.1 0.0
```
Positions in Å, forces in eV/Å.

Summary:
net charge: +1
HOMO level: -9.2499 eV

Results of the Mulliken charge analysis, in e, for atoms 1 through 4: -1.10 0.21 1.36 -0.86

***

The following is a quantum chemistry calculation of C11H11Cl3N4O4RuS5Se as an isolated structure in a non-equilibrium geometry, from the OMol25 dataset.

Geometry as XYZ:
```
40
Properties=species:S:1:pos:R:3:forces:R:3
Ru -0.9016 0.2433 0.0524 0.6 1.0 -2.5
S -0.5168 0.9751 -4.5021 0.0 0.1 0.0
C -0.6056 0.6686 -2.8712 0.1 0.0 -0.8
S -1.7272 -0.3736 -2.1305 -0.1 -0.3 1.0
S 0.4112 1.3075 -1.6897 0.1 0.1 1.1
O -1.3082 0.8236 2.4854 0.3 -0.1 0.2
S 0.1380 0.6013 2.6070 0.0 0.0 0.2
O 0.7014 0.8446 3.8984 0.0 0.0 -0.2
O 0.8265 1.1954 1.4521 -0.4 -0.3 0.3
O 0.2447 -1.0228 2.3504 0.7 0.1 0.2
S -3.0375 -2.3599 2.8986 -0.1 -0.1 0.2
C -2.1762 -3.2541 1.7189 0.0 -0.1 0.0
C -2.0255 -2.5070 0.6076 -0.3 0.2 -0.2
N -2.5836 -1.2354 0.6683 0.7 -0.5 0.5
C -3.1487 -1.0521 1.8320 -0.2 0.2 -0.2
H -1.8127 -4.2492 1.9135 0.0 0.0 0.0
H -1.5358 -2.8132 -0.3037 0.1 0.1 0.0
H -3.6407 -0.1321 2.1121 0.2 0.0 0.0
C -4.6332 1.5601 -1.6169 0.1 0.1 -0.1
N -3.6402 2.4769 -2.1585 -0.2 -0.2 -0.1
C -3.6101 2.9539 -3.4563 -0.1 -0.1 0.2
C -2.5351 3.7559 -3.5510 0.1 0.1 0.1
N -1.9184 3.7534 -2.3143 0.2 0.2 -0.1
C -0.7084 4.5003 -1.9951 -0.1 -0.1 -0.1
C -2.5848 2.9476 -1.4685 -0.2 0.0 0.0
Se -2.1671 2.5289 0.3030 -0.3 -0.1 0.0
H -5.5316 1.6246 -2.2276 0.0 0.0 0.0
H -4.8477 1.8436 -0.5904 0.0 0.0 0.0
H -4.2404 0.5454 -1.6282 0.0 0.0 0.0
H -4.3366 2.6634 -4.1937 0.0 0.0 0.0
H -2.1445 4.3084 -4.3866 0.0 -0.1 0.0
H -0.8905 5.5659 -2.1341 0.0 0.0 0.0
H 0.1032 4.1639 -2.6362 0.0 0.0 0.0
H -0.4501 4.2982 -0.9600 0.0 0.0 0.0
Cl 3.1505 -2.7339 0.2169 -0.1 0.0 0.1
C 2.1918 -2.2475 1.6188 -0.1 -0.1 0.0
Cl 1.6112 -3.7370 2.4633 0.1 0.2 -0.1
Cl 3.2206 -1.3367 2.7423 -0.1 0.0 0.0
C 0.9803 -1.4144 1.1924 -0.2 -0.2 -0.5
N 0.6506 -1.1694 0.0212 -0.7 -0.2 0.9
```
Positions in Å, forces in eV/Å.

Summary:
net charge: -1
multiplicity: 2
ΔE to the lowest compared entry with this formula, charge and spin: 0.0 kJ/mol
HOMO level (spin up / spin down): -4.7816 / -4.6601 eV

Results of the Mulliken charge analysis, in e, for atoms 1 through 4: 0.93 -0.32 0.30 -0.35